This record from OMol25 describes one molecule with the formula CH3N2OP at a distorted geometry. The level of theory is ωB97M-V with the def2-TZVPD basis set.

Calculated values
**LUMO (alpha / beta)**: 0.51 / 0.52 eV
**Frontier orbital gap (alpha / beta)**: 8.64 / 8.11 eV
**Multiplicity**: 1
**HOMO level (alpha / beta)**: -8.137 / -7.593 eV
**Energy above the lowest of the compared OMol25 structures with the same formula, charge and spin**: 90.70 kcal per mole

Last column: Löwdin charge in e.
CARTESIAN COORDINATES (ANGSTROEM)
C1 -0.39 0.08 -0.82  -0.1226
N1 1.65 1.67 -0.28  0.0547
N2 2.31 0.80 0.07  -0.3381
O1 0.50 -0.92 -0.59  -0.5426
P1 1.94 -0.95 0.04  0.8114
H1 -0.90 0.45 0.16  0.0947
H2 -0.78 -0.03 -1.85  0.0688
H3 1.70 -0.86 1.60  -0.0262